Molecular formula: C16H10BrF6N2OPtSb
Method: DFT, wB97M-V/def2-TZVPD

XYZ file:
```
38
Properties=species:S:1:pos:R:3:forces:R:3
Pt 0.886 0.347 -0.652 -0.32 -0.63 -0.36
Br -5.844 2.484 -2.493 0.09 -0.01 0.00
C -4.090 2.176 -2.357 -0.05 0.00 0.01
C -3.162 2.992 -3.097 -0.03 0.00 0.01
C -1.851 2.751 -2.963 0.10 -0.02 0.03
C -1.355 1.690 -2.056 0.54 -0.01 0.03
O -0.128 1.583 -1.953 -0.66 0.08 -0.05
C -2.325 0.822 -1.323 -0.11 0.00 -0.02
C -1.953 -0.309 -0.470 0.14 0.01 -0.02
N -0.757 -0.681 -0.162 -0.10 0.07 -0.03
C -0.447 -1.790 0.677 -0.17 0.12 -0.16
C -1.341 -2.733 1.136 -0.10 -0.13 0.08
C -0.890 -3.768 1.968 -0.48 0.08 -0.17
C 0.424 -3.855 2.326 0.44 -0.04 0.12
C 1.368 -2.910 1.858 0.12 0.01 0.05
C 2.751 -2.938 2.176 -0.02 0.05 -0.04
C 3.593 -1.984 1.664 -0.03 -0.06 0.04
C 3.081 -0.988 0.829 -0.03 -0.02 -0.09
N 1.788 -0.954 0.522 0.00 -0.16 0.15
C 0.912 -1.886 1.024 0.34 0.10 -0.01
C -3.642 1.089 -1.496 0.12 -0.04 0.03
H -3.542 3.779 -3.736 0.02 0.00 -0.01
H -1.085 3.325 -3.474 -0.02 0.02 -0.02
H -2.786 -0.875 -0.067 0.01 -0.01 0.01
H -2.389 -2.712 0.864 0.01 0.00 0.00
H -1.595 -4.506 2.321 -0.05 0.00 0.00
H 0.758 -4.659 2.970 0.03 -0.01 0.02
H 3.133 -3.717 2.824 0.00 0.00 0.00
H 4.650 -1.980 1.887 0.01 0.00 0.00
H 3.709 -0.217 0.402 0.00 -0.07 0.02
H -4.408 0.500 -1.004 0.02 -0.01 0.01
F 2.516 1.429 -1.006 0.15 0.07 -0.12
Sb 2.464 3.068 0.363 0.46 0.36 -0.25
F 0.842 1.900 0.772 -0.25 0.38 0.49
F 3.338 1.810 1.416 -0.03 0.01 0.11
F 2.093 4.273 1.690 -0.07 -0.06 0.02
F 3.984 3.668 -0.469 -0.04 0.02 0.06
F 1.299 3.776 -0.908 -0.05 -0.08 0.04
```
Positions in Å, forces in eV/Å.

As for the HOMO-LUMO gap (spin up / spin down): 4.24 / 4.30 eV. Its charge is +3. As for the HOMO energy (spin up / spin down): -18.505 / -18.550 eV. Its expectation value of S² is 0.76. The value obtained for the LUMO energy (spin up / spin down) is -14.269 / -14.254 eV. The spin multiplicity is 2.

Molecular formula: C3H10NO2P
Method: DFT, wB97M-V/def2-TZVPD

XYZ file:
```
17
Properties=species:S:1:pos:R:3:forces:R:3
C 1.320 -0.132 -2.025 1.36 -0.13 -0.14
C 0.187 1.468 -0.899 -3.04 1.21 2.21
C -0.601 -0.338 2.741 -2.01 1.20 -1.35
N 0.656 0.081 -0.798 -0.62 4.54 -1.93
O -1.888 -1.761 0.081 -0.81 2.72 0.45
O 0.022 0.122 1.558 1.23 1.08 -0.21
P 0.371 -0.937 0.386 0.49 -2.44 2.15
H 1.525 -1.172 -2.226 0.42 -0.34 0.06
H 0.630 0.226 -2.768 0.21 0.05 -0.87
H 2.238 0.512 -1.962 -0.40 -0.81 -0.81
H -0.731 1.727 -0.277 1.27 -0.93 0.08
H 0.808 2.345 -0.718 1.12 -0.64 0.32
H -0.284 1.726 -1.823 0.14 -0.61 -1.40
H -1.574 -0.708 2.257 0.82 0.03 2.05
H -0.723 0.598 3.384 -0.01 -1.58 -0.63
H 0.018 -1.094 3.189 -0.09 -0.41 0.58
H -1.974 -2.661 -0.100 -0.08 -2.94 -0.56
```
Positions in Å, forces in eV/Å.

As for the HOMO-LUMO gap (spin up / spin down): 6.07 / 7.31 eV. As for the HOMO energy (spin up / spin down): -5.095 / -9.384 eV. Its expectation value of S² is 2.01. The value obtained for the LUMO energy (spin up / spin down) is 0.978 / -2.078 eV. The spin multiplicity is 3.

Molecular formula: H36O18
Method: DFT, wB97M-V/def2-TZVPD

XYZ file:
```
54
Properties=species:S:1:pos:R:3:forces:R:3
O -0.674 3.582 2.161 0.19 0.02 0.06
H 0.024 3.653 2.821 -0.01 -0.24 0.06
H -0.771 4.490 1.866 -0.20 0.20 -0.18
O 2.932 -1.589 -2.502 -0.87 0.59 0.42
H 2.915 -0.646 -2.292 0.73 0.08 -0.12
H 1.980 -1.725 -2.368 0.08 -0.63 -0.35
O -2.421 0.572 3.032 -0.20 -0.20 -0.41
H -2.640 1.497 2.906 0.00 0.02 0.33
H -2.511 0.275 3.956 0.21 0.55 -0.40
O 3.435 -0.101 5.583 0.28 0.49 0.02
H 3.338 -0.078 4.627 -0.10 -0.18 0.03
H 2.938 -0.852 5.898 -0.19 -0.32 -0.07
O -2.549 -3.019 -4.208 0.14 0.39 -0.03
H -2.231 -3.899 -4.419 0.02 -0.12 0.07
H -2.666 -2.995 -3.252 -0.14 -0.16 0.05
O 0.098 5.310 -2.599 -0.98 1.48 -0.20
H 0.984 5.316 -2.950 0.12 -0.88 0.30
H -0.197 4.544 -2.109 0.89 -0.70 -0.11
O -4.525 -2.180 -1.284 0.47 -0.64 -0.66
H -4.563 -1.239 -1.458 -0.29 0.18 0.51
H -4.707 -2.399 -0.368 -0.07 0.52 0.11
O -1.680 0.015 -0.110 -0.02 -0.17 -0.21
H -1.232 0.478 -0.829 0.16 0.07 0.05
H -2.247 -0.614 -0.571 -0.02 -0.02 0.11
O 3.730 3.470 -3.190 -0.04 0.79 -1.22
H 3.547 4.412 -3.068 -0.02 -0.13 0.44
H 3.771 3.465 -4.156 0.20 -0.58 -0.03
O -0.348 -1.215 2.999 0.65 -1.28 -0.78
H -0.800 -0.592 2.422 -0.24 0.44 0.62
H -0.294 -0.911 3.892 -0.38 0.88 0.52
O -0.222 -5.355 0.456 0.50 0.23 0.08
H 0.422 -4.627 0.495 -0.41 0.19 0.56
H -0.163 -5.540 -0.476 -0.30 -0.57 -0.62
O -2.189 -0.665 5.452 1.51 -0.03 -0.30
H -2.699 -0.009 5.915 -0.92 -0.39 0.32
H -2.635 -1.435 5.090 -0.70 0.23 0.40
O 0.356 2.396 -1.475 -0.73 -0.18 -0.52
H 1.235 2.286 -1.854 0.31 0.26 0.62
H 0.442 2.494 -0.521 0.35 -0.07 -0.01
O -0.080 -0.664 -3.266 -0.11 0.02 -0.08
H -0.243 0.281 -3.353 -0.11 -0.02 0.13
H -0.704 -1.068 -3.885 0.02 -0.16 0.09
O 0.321 -2.683 0.788 0.12 0.37 -0.85
H 0.933 -2.067 0.371 0.39 -0.09 0.25
H -0.513 -2.279 0.515 -0.21 -0.26 0.33
O 0.599 1.803 -5.171 -0.01 -0.08 -0.05
H 0.828 0.870 -5.205 0.12 -0.14 -0.14
H 0.545 1.987 -4.232 0.00 0.35 0.19
O 0.570 -4.677 4.258 0.33 -0.61 0.22
H 0.361 -3.914 4.793 -0.20 0.33 -0.16
H 0.152 -4.571 3.402 -0.13 0.31 -0.14
O 3.106 3.153 -0.779 -0.03 0.12 0.66
H 3.934 3.199 -1.263 0.13 -0.44 -0.24
H 3.005 4.060 -0.488 -0.29 0.16 0.34
```
Positions in Å, forces in eV/Å.

As for the HOMO-LUMO gap: 10.19 eV. As for the HOMO energy: -10.516 eV. The value obtained for the LUMO energy is -0.323 eV.

Molecular formula: C2AlF3NO3S2
Method: DFT, wB97M-V/def2-TZVPD

XYZ file:
```
12
Properties=species:S:1:pos:R:3:forces:R:3
N 0.454 1.283 1.198 -0.21 -0.56 -0.81
S 0.149 2.693 0.172 -0.40 -1.32 -0.63
S 0.634 -0.084 0.450 1.11 0.77 1.44
C 2.210 0.058 -0.664 0.34 -0.19 0.27
F 2.000 0.505 -1.900 -0.31 0.19 -0.33
F 3.124 0.839 -0.090 -0.33 -0.03 0.08
F 2.740 -1.172 -0.767 -0.17 -0.03 0.02
O -2.510 -2.060 0.880 0.04 0.27 -0.54
C -2.786 -1.218 0.134 -0.16 -0.21 0.77
O -3.115 -0.344 -0.558 -0.07 0.02 -0.24
O -0.381 -0.257 -0.745 -0.07 0.19 -0.48
Al -0.891 1.321 -1.415 0.22 0.90 0.45
```
Positions in Å, forces in eV/Å.

As for the HOMO-LUMO gap (spin up / spin down): 8.58 / 6.11 eV. As for the HOMO energy (spin up / spin down): -8.600 / -8.630 eV. Its expectation value of S² is 0.75. The value obtained for the LUMO energy (spin up / spin down) is -0.019 / -2.522 eV. The spin multiplicity is 2.

Molecular formula: ClH3NO2P
Method: DFT, wB97M-V/def2-TZVPD

XYZ file:
```
8
Properties=species:S:1:pos:R:3:forces:R:3
N 0.665 -1.624 -1.038 3.97 1.13 -1.13
P 0.547 -0.513 0.152 0.05 -0.39 -0.38
O -0.683 -0.398 0.881 -1.82 -0.47 0.20
O 1.732 0.263 0.421 1.24 0.06 -0.50
H 0.063 -2.159 -1.622 -1.14 -0.12 0.30
H 1.629 -1.529 -1.544 -2.34 -0.25 1.40
Cl -3.027 -1.788 -2.760 0.91 1.26 1.83
H -2.563 -1.045 -1.699 -0.87 -1.23 -1.73
```
Positions in Å, forces in eV/Å.

As for the HOMO-LUMO gap: 11.62 eV. As for the HOMO energy: -11.765 eV. The value obtained for the LUMO energy is -0.150 eV.

Molecular formula: C5H13N3
Method: DFT, wB97M-V/def2-TZVPD

XYZ file:
```
21
Properties=species:S:1:pos:R:3:forces:R:3
C 0.397 2.257 0.615 -0.02 -0.06 0.03
C 1.424 1.169 0.633 0.09 0.20 -0.23
C 1.467 0.168 -0.236 0.25 0.10 -0.09
C 2.547 -0.864 -0.308 -0.08 -0.03 0.08
H -0.004 2.420 1.617 -0.12 0.05 0.02
H -0.414 2.017 -0.072 -0.05 0.02 0.06
H 0.844 3.202 0.301 0.04 0.04 0.03
H 2.222 1.278 1.361 0.06 -0.14 0.10
H 0.705 0.106 -1.005 -0.19 0.03 0.02
H 3.053 -0.826 -1.275 0.00 -0.02 0.02
H 3.290 -0.714 0.476 0.00 -0.06 0.01
H 2.118 -1.864 -0.210 0.13 -0.06 0.01
N -2.075 0.436 -0.994 0.33 0.07 -0.09
C -1.942 -0.685 -0.413 -0.65 -0.19 0.78
N -2.317 -1.961 -0.754 1.27 -0.21 2.35
N -1.550 -0.795 0.948 0.76 1.46 0.67
H -2.501 0.352 -1.912 -0.05 -0.11 0.03
H -2.936 -2.067 -1.543 -0.13 -0.68 0.54
H -2.261 -2.377 0.276 -1.50 -0.31 -3.69
H -1.337 0.108 1.356 -0.15 0.09 -0.18
H -0.731 -1.362 1.139 0.00 -0.17 -0.46
```
Positions in Å, forces in eV/Å.

As for the HOMO-LUMO gap: 9.92 eV. As for the HOMO energy: -8.995 eV. The value obtained for the LUMO energy is 0.925 eV.

Molecular formula: C4H13NO2
Method: DFT, wB97M-V/def2-TZVPD

XYZ file:
```
20
Properties=species:S:1:pos:R:3:forces:R:3
C 0.698 -0.278 -1.751 0.47 0.06 0.41
C 1.800 -0.718 -0.771 0.82 -0.11 0.06
C 2.218 0.565 -0.010 0.62 -0.20 0.34
N 1.310 1.625 -0.413 0.39 0.36 0.46
C 0.763 1.277 -1.715 -0.64 -1.52 1.33
H -0.245 -0.651 -1.366 -0.31 0.07 -0.24
H 0.886 -0.657 -2.754 -0.24 -0.11 -0.01
H 2.689 -1.106 -1.276 -0.12 0.03 -0.25
H 1.507 -1.534 -0.114 -0.34 0.11 0.14
H 2.304 0.474 1.077 -0.71 -0.14 0.01
H 3.258 0.814 -0.229 0.01 0.18 -0.64
H 0.596 1.738 0.289 -0.26 -0.01 -0.11
H 1.458 1.559 -2.474 0.07 0.80 -0.74
H -0.251 1.668 -1.747 0.22 0.48 -0.76
O 0.665 -5.708 2.261 0.07 0.45 -0.88
H 1.404 -5.137 2.018 0.24 -0.08 0.52
H 0.174 -5.645 1.428 -0.32 -0.36 0.36
O -6.078 3.687 1.598 -0.24 -0.37 -0.18
H -5.669 4.169 2.314 0.17 0.25 0.15
H -5.920 4.191 0.797 0.07 0.12 0.03
```
Positions in Å, forces in eV/Å.

As for the HOMO-LUMO gap: 9.43 eV. As for the HOMO energy: -8.831 eV. The value obtained for the LUMO energy is 0.595 eV.